[1]
Molecular formula: C36H85N5O12
Method: DFT, wB97M-V/def2-TZVPD

HOMO energy = -7.36 eV
strongest force on any atom = 5.5 eV Å⁻¹
gap between HOMO and LUMO = 4.3301 eV
DFT total energy = -2598.4461 hartree
total charge = +2
spin multiplicity = 1
lowest unoccupied orbital energy = -3.03 eV

Each line ends with the Mulliken charge.
Atoms and positions in Å:
C -4.494 1.583 10.897  -1.406
C -3.569 0.529 10.222  -0.306
C -4.202 -0.081 9.012  -0.496
N -3.402 -1.311 8.349  0.070
C -1.945 -0.911 8.110  -0.724
C -1.162 -1.976 7.313  -0.821
C -1.718 -2.254 5.941  -0.674
C -3.133 -2.756 6.158  -0.546
C -3.966 -1.687 6.919  -0.770
C -3.497 -2.574 9.291  -0.966
H -4.018 1.952 11.805  0.398
H -5.400 1.097 11.259  0.356
H -4.680 2.495 10.330  0.369
H -3.385 -0.220 10.993  0.264
H -2.589 0.961 10.022  0.342
H -4.309 0.707 8.267  0.369
H -5.140 -0.554 9.302  0.335
H -2.025 0.019 7.547  0.494
H -1.562 -0.727 9.114  0.528
H -0.147 -1.583 7.258  0.378
H -1.162 -2.875 7.930  0.328
H -1.660 -1.371 5.305  0.366
H -1.145 -2.987 5.373  0.375
H -3.653 -2.879 5.207  0.383
H -3.063 -3.719 6.663  0.263
H -4.187 -0.736 6.435  0.539
H -4.952 -2.111 7.110  0.424
H -2.900 -3.431 8.977  0.381
H -4.540 -2.840 9.466  0.386
H -3.139 -2.307 10.285  0.359
C 0.253 6.218 8.753  -1.343
C 1.368 5.445 8.021  -0.200
C 1.451 5.859 6.501  -0.747
N 2.655 5.181 5.751  0.088
C 2.449 3.641 5.607  -0.698
C 3.478 3.020 4.652  -0.679
C 3.538 3.713 3.315  -0.735
C 3.811 5.217 3.426  -0.583
C 2.735 5.808 4.356  -0.757
C 4.030 5.522 6.441  -1.043
H 0.540 7.265 8.855  0.356
H 0.217 5.657 9.687  0.378
H -0.783 6.167 8.418  0.349
H 1.029 4.414 7.928  0.298
H 2.329 5.413 8.535  0.303
H 1.691 6.915 6.380  0.427
H 0.569 5.769 5.866  0.460
H 1.466 3.493 5.162  0.483
H 2.522 3.202 6.602  0.457
H 3.276 1.954 4.543  0.396
H 4.480 3.140 5.063  0.300
H 2.587 3.480 2.837  0.349
H 4.309 3.197 2.742  0.382
H 3.869 5.602 2.408  0.386
H 4.775 5.426 3.889  0.253
H 1.772 5.646 3.872  0.476
H 2.868 6.883 4.477  0.494
H 4.065 6.571 6.735  0.295
H 4.894 5.239 5.840  0.445
H 4.017 4.918 7.349  0.411
C -6.924 1.355 -4.103  -0.916
N -5.703 0.449 -4.376  -0.152
C -5.723 0.047 -5.882  -0.846
C -4.373 1.171 -4.073  -0.936
C -5.865 -0.757 -3.455  -0.584
C -7.084 -1.700 -3.838  -0.519
O -6.761 -2.424 -4.993  -0.501
H -6.712 2.302 -4.600  0.393
H -6.955 1.536 -3.029  0.380
H -7.813 0.927 -4.568  0.398
H -5.182 0.858 -6.370  0.377
H -6.726 -0.198 -6.233  0.321
H -5.060 -0.817 -5.934  0.405
H -3.455 0.600 -4.216  0.446
H -4.266 1.403 -3.014  0.417
H -4.308 2.061 -4.698  0.385
H -6.018 -0.257 -2.498  0.450
H -4.954 -1.355 -3.468  0.405
H -7.988 -1.106 -3.974  0.322
H -7.384 -2.465 -3.121  0.436
H -7.596 -2.728 -5.355  0.314
C 7.175 0.561 -3.869  -0.831
N 7.912 -0.697 -4.405  -0.212
C 9.379 -0.443 -4.650  -0.858
C 7.728 -1.829 -3.401  -0.931
C 7.160 -1.174 -5.696  -0.405
C 7.614 -2.564 -6.258  -0.492
O 6.956 -3.002 -7.434  -0.529
H 6.108 0.362 -3.777  0.434
H 7.325 1.362 -4.592  0.384
H 7.607 0.824 -2.903  0.365
H 9.729 -0.013 -3.712  0.397
H 9.346 0.263 -5.480  0.376
H 9.989 -1.318 -4.875  0.337
H 6.652 -1.995 -3.341  0.424
H 8.119 -1.430 -2.466  0.415
H 8.208 -2.731 -3.783  0.370
H 7.085 -0.354 -6.410  0.457
H 6.131 -1.234 -5.342  0.348
H 7.487 -3.428 -5.605  0.380
H 8.634 -2.552 -6.641  0.239
H 6.690 -3.923 -7.384  0.330
C 0.808 -4.009 -8.892  -0.914
N -0.446 -4.793 -9.350  -0.100
C -1.422 -4.897 -8.157  -0.887
C -1.065 -3.870 -10.428  -0.949
C -0.123 -6.185 -9.904  -0.627
C -1.246 -6.861 -10.724  -0.551
O -2.388 -7.077 -9.935  -0.508
H 0.506 -3.117 -8.343  0.449
H 1.481 -3.801 -9.724  0.356
H 1.256 -4.722 -8.199  0.409
H -1.588 -3.878 -7.808  0.459
H -1.022 -5.547 -7.380  0.359
H -2.418 -5.190 -8.490  0.356
H -2.061 -4.193 -10.733  0.353
H -0.364 -3.810 -11.261  0.368
H -1.209 -2.949 -9.864  0.486
H 0.250 -6.809 -9.091  0.428
H 0.821 -6.150 -10.447  0.422
H -1.000 -7.848 -11.115  0.395
H -1.561 -6.343 -11.630  0.371
H -3.137 -7.293 -10.496  0.324
O 2.281 1.739 -6.417  -0.445
C 1.449 2.106 -7.344  0.644
O 1.800 2.883 -8.239  -0.745
O 0.339 1.558 -7.380  -0.770
H 1.825 1.089 -5.877  0.320
O 0.085 -0.726 -0.828  -0.444
C 1.214 -1.040 -1.391  0.711
O 2.189 -1.200 -0.604  -0.831
O 1.334 -1.150 -2.587  -0.749
H 0.622 -0.725 -0.032  0.311
O -2.024 2.895 2.114  -0.427
C -3.238 2.887 2.601  0.616
O -4.174 2.451 1.851  -0.794
O -3.363 3.198 3.736  -0.685
H -2.109 2.360 1.321  0.295

Atoms 1-3, force components in eV/Å:
C 0.5 -0.3 0.3
C 0.3 0.4 1.2
C 0.4 -1.5 -0.7

---

[2]
Molecular formula: C36H86N2O8
Method: DFT, wB97M-V/def2-TZVPD

SMILES = CC1(C)CCCC(C)(C)N1O.CC1(C)CCCC(C)(C)N1O.CC(C)O.CC(C)O.CC(C)O.CC(C)O.CC(C)O.CC(C)O
HOMO energy = -8.10 eV
strongest force on any atom = 3.8 eV Å⁻¹
energy above the lowest of the compared OMol25 structures with the same formula, charge and spin = 113.6 kcal/mol
gap between HOMO and LUMO = 8.2411 eV
DFT total energy = -2134.4155 hartree
total charge = 0
spin multiplicity = 1
lowest unoccupied orbital energy = 0.14 eV

Each line ends with the Mulliken charge.
Atoms and positions in Å:
C -0.722 6.780 2.754  -1.498
C -1.389 7.970 3.483  1.622
C -2.910 7.669 3.518  -1.966
C -0.935 8.113 4.913  -1.453
C 0.514 8.658 5.208  -0.633
C 0.550 10.011 4.520  -1.165
C 0.134 10.004 3.005  1.418
C -0.067 11.515 2.578  -1.864
C 1.316 9.378 2.187  -1.704
N -1.132 9.270 2.831  0.123
O -1.702 9.418 1.585  -0.433
H 0.365 6.808 2.832  0.332
H -1.025 5.804 3.134  0.426
H -0.870 6.802 1.675  0.343
H -3.106 6.669 3.906  0.398
H -3.514 8.400 4.056  0.448
H -3.365 7.674 2.528  0.378
H -1.690 8.435 5.630  0.459
H -0.990 7.083 5.266  0.481
H 0.710 8.873 6.259  0.371
H 1.303 7.975 4.894  0.327
H 1.565 10.406 4.573  0.465
H -0.057 10.717 5.087  0.381
H -0.978 11.935 3.006  0.421
H -0.007 11.533 1.490  0.399
H 0.768 12.193 2.755  0.392
H 2.216 9.976 2.334  0.444
H 1.229 9.397 1.101  0.407
H 1.615 8.373 2.484  0.308
H -1.157 8.813 1.078  0.373
C 2.928 -6.310 -6.642  -1.919
C 1.570 -6.766 -7.153  1.564
C 1.579 -6.780 -8.740  -1.668
C 1.335 -8.228 -6.675  -1.245
C 0.009 -8.769 -7.087  -0.611
C -1.044 -7.927 -6.405  -1.189
C -0.926 -6.447 -6.677  1.524
C -1.617 -6.087 -8.027  -1.722
C -1.692 -5.697 -5.555  -2.017
N 0.481 -5.986 -6.575  0.318
O 0.629 -4.661 -6.724  -0.468
H 2.927 -5.855 -5.652  0.413
H 3.664 -7.102 -6.500  0.385
H 3.310 -5.472 -7.225  0.376
H 0.756 -7.317 -9.211  0.279
H 1.543 -5.790 -9.196  0.405
H 2.410 -7.223 -9.291  0.381
H 2.087 -8.860 -7.147  0.491
H 1.402 -8.332 -5.592  0.387
H -0.111 -8.758 -8.170  0.330
H -0.050 -9.800 -6.737  0.351
H -1.142 -8.125 -5.338  0.436
H -2.007 -8.280 -6.773  0.347
H -1.408 -5.058 -8.320  0.369
H -2.700 -6.111 -7.911  0.467
H -1.190 -6.707 -8.816  0.325
H -1.609 -4.611 -5.611  0.464
H -1.311 -5.983 -4.575  0.444
H -2.770 -5.775 -5.692  0.406
H 0.744 -4.427 -5.801  0.378
C 4.570 -0.327 5.495  -1.331
C 5.592 -1.423 5.850  0.582
C 6.712 -1.305 4.932  -1.307
O 6.071 -1.106 7.109  -0.542
H 4.896 0.686 5.732  0.338
H 3.675 -0.541 6.079  0.381
H 4.245 -0.347 4.454  0.332
H 5.024 -2.345 5.729  0.197
H 6.552 -1.695 3.927  0.359
H 7.607 -1.834 5.260  0.335
H 7.012 -0.260 4.860  0.317
H 5.349 -1.130 7.741  0.338
C -3.792 -1.387 5.620  -1.156
C -4.701 -1.793 6.744  0.483
C -4.558 -0.939 8.045  -1.309
O -6.006 -1.705 6.359  -0.558
H -2.895 -2.006 5.628  0.318
H -3.530 -0.331 5.693  0.280
H -4.135 -1.558 4.599  0.351
H -4.550 -2.837 7.016  0.248
H -5.190 -1.304 8.855  0.330
H -4.877 0.080 7.827  0.355
H -3.546 -1.128 8.405  0.349
H -6.277 -2.363 5.715  0.309
C -4.681 3.828 -2.193  -1.355
C -3.801 2.858 -2.990  0.381
C -4.250 2.839 -4.500  -1.198
O -2.482 3.426 -2.849  -0.526
H -4.379 3.804 -1.146  0.327
H -5.725 3.521 -2.269  0.351
H -4.613 4.844 -2.581  0.405
H -3.853 1.908 -2.459  0.340
H -4.099 1.861 -4.958  0.322
H -3.688 3.469 -5.189  0.321
H -5.309 3.042 -4.660  0.312
H -2.588 4.357 -3.061  0.319
C 3.853 3.198 -2.840  -1.051
C 3.654 4.200 -1.685  0.170
C 4.627 3.842 -0.583  -1.147
O 3.942 5.502 -2.153  -0.541
H 4.887 3.307 -3.168  0.361
H 2.998 3.342 -3.501  0.278
H 3.825 2.207 -2.387  0.303
H 2.643 4.176 -1.280  0.347
H 4.630 4.418 0.342  0.319
H 5.619 3.993 -1.008  0.295
H 4.524 2.809 -0.251  0.309
H 4.868 5.509 -2.406  0.355
C -1.548 -7.771 3.027  -1.323
C -1.827 -8.534 1.676  0.513
C -0.682 -9.206 1.087  -1.203
O -2.769 -9.496 2.055  -0.541
H -1.351 -8.407 3.890  0.382
H -2.430 -7.214 3.345  0.358
H -0.760 -7.044 2.830  0.324
H -2.218 -7.803 0.968  0.255
H 0.104 -8.474 0.906  0.335
H -0.882 -9.701 0.137  0.324
H -0.302 -9.954 1.782  0.249
H -2.582 -9.682 2.979  0.326
C 1.574 -2.584 -0.490  -1.282
C 0.356 -1.653 -0.494  0.614
C 0.406 -0.529 0.535  -1.195
O 0.212 -1.012 -1.779  -0.542
H 1.795 -3.023 0.483  0.343
H 2.440 -1.929 -0.589  0.322
H 1.672 -3.310 -1.297  0.312
H -0.492 -2.336 -0.440  0.164
H -0.396 0.199 0.408  0.418
H 1.396 -0.076 0.488  0.271
H 0.269 -1.031 1.492  0.307
H -0.296 -0.198 -1.745  0.269

Atoms 1-3, force components in eV/Å:
C 0.9 0.2 0.0
C -0.6 0.7 -0.7
C -0.3 0.3 -0.6

---

- Which of these has the lowest DFT total energy?
  C36H85N5O12

---

- The highest strongest force on any atom belongs to which entry?
  C36H85N5O12